[1]
Molecular formula: C2H5Cl2P
Method: DFT, the ωB97M-V functional and the def2-TZVPD basis

Properties
LUMO level (spin up / spin down) = -0.02 / -2.09 eV
frontier orbital gap (spin up / spin down) = 6.464 / 6.790 eV
highest occupied orbital energy (spin up / spin down) = -6.48 / -8.88 eV
total energy = -36481.5480 eV

```
! RIJCOSX wB97M-V def2-TZVPD def2/J DEFGRID3
* xyz 0 3
C -1.42819 0.34422 0.62831
C 1.84499 -0.14681 0.65127
P 1.43049 -0.28161 -0.95250
Cl -1.46239 -0.23125 -1.07521
Cl 1.95063 -1.35777 1.88364
H -0.37898 0.46112 0.81236
H -2.04107 -0.39870 1.01874
H -1.79200 1.42789 0.53391
H 0.86239 -0.89475 -2.26282
H 1.01412 1.07766 -1.23770
*
```

Here are the Mulliken charges for atoms 1 to 4, given in e: atom 1 (C): -0.27, atom 2 (C): -0.13, atom 3 (P): 0.00, atom 4 (Cl): -0.19

---

[2]
Molecular formula: C4H3N
Method: DFT, the ωB97M-V functional and the def2-TZVPD basis

Properties
LUMO level (spin up / spin down) = -1.42 / -1.43 eV
frontier orbital gap (spin up / spin down) = 7.198 / 7.196 eV
highest occupied orbital energy (spin up / spin down) = -8.62 / -8.62 eV
total energy = -5680.1399 eV

```
! RIJCOSX wB97M-V def2-TZVPD def2/J DEFGRID3
* xyz 0 1
C 0.07911 1.45547 0.77946
C -0.51716 -0.70302 0.20019
C -0.61856 0.33907 1.05699
C 0.73481 1.01218 -0.28686
N 0.41455 -0.27251 -0.70514
H 0.35207 2.28274 1.28040
H -1.21897 -1.51182 0.31096
H 1.02395 -0.62013 -1.53550
*
```

Here are the Mulliken charges for atoms 1 to 4, given in e: atom 1 (C): -0.19, atom 2 (C): -0.39, atom 3 (C): -0.09, atom 4 (C): -0.36

---

Question: What is the total energy in the second record?
Answer: -5680.1399 eV